[1]
Below is 2 unconnected molecules or ions with the total composition C3H3N2 in a non-equilibrium geometry, with properties calculated with ωB97M-V/def2-TZVPD.

Each line ends with the Mulliken charge.
Geometry (Å):
C1 0.29444 1.43789 0.65634  0.1338
C2 0.85904 -2.49639 1.32290  0.0523
C3 -0.11600 -0.62834 -0.45744  -0.4369
N1 1.16817 -3.27542 2.10035  -0.0720
N2 0.07708 0.47716 0.06725  0.0875
H1 0.45614 2.33849 1.35295  0.4308
H2 0.66346 -1.06153 -1.00566  0.4236
H3 -0.97929 -1.36298 -0.52411  0.3808

The calculation puts the calculated total energy at -225.06749 Ha. Its net charge is +1. The calculation puts the strongest force on any atom at 7.16 eV Å⁻¹. The HOMO-LUMO gap (alpha / beta) comes out at 0.3387 / 0.2758 Eh. As for the HOMO energy (alpha / beta): -17.0 / -15.9 eV.

[2]
Below is a molecular structure, C27H32BF7MgSbSeSi in a non-equilibrium geometry, with properties calculated with ωB97M-V/def2-TZVPD.

Each line ends with the Mulliken charge.
Geometry (Å):
Mg1 -1.80168 0.94772 0.52463  0.2394
F1 1.62076 -2.24968 8.21515  -0.3189
C1 1.06887 -1.86780 7.04204  0.4830
C2 1.35641 -0.61920 6.49551  0.0582
F2 2.19004 0.21475 7.15146  -0.3226
C3 0.79628 -0.23933 5.28907  0.2092
F3 1.09007 0.97365 4.79017  -0.2670
C4 -0.06673 -1.07759 4.56817  -0.2576
Se1 -0.79542 -0.62478 2.92526  -0.0651
C5 -0.34391 -2.32284 5.15357  0.3249
F4 -1.17273 -3.16222 4.51074  -0.3405
C6 0.20378 -2.71833 6.35813  0.1244
F5 -0.09264 -3.92893 6.87454  -0.3111
F6 -3.42546 -1.31082 -0.12599  -0.1099
B1 -3.68397 -0.10624 0.48331  0.3454
F7 -4.94560 -0.17814 0.93693  -0.1912
C7 2.42218 -0.80903 -0.49751  -1.3369
C8 1.57325 -1.42231 -1.60046  0.7136
C9 2.23852 -2.67022 -2.15150  -1.4530
Sb1 -0.48199 -1.67665 -0.75633  0.2014
C10 -1.66316 -2.08672 -2.60647  0.4395
C11 -2.13517 -0.75687 -3.16763  -1.1764
C12 -0.93297 -2.89138 -3.66245  -1.6218
C13 -0.32753 -3.78450 -0.08448  0.3784
C14 -1.72277 -4.30610 0.20856  -1.5565
C15 0.54959 -3.87743 1.15119  -1.4580
H1 3.38580 -0.47114 -0.88324  0.3661
H2 2.60788 -1.54704 0.28200  0.4105
H3 1.92069 0.04843 -0.04816  0.1415
H4 1.46254 -0.68551 -2.40398  0.0014
H5 2.32747 -3.43474 -1.38127  0.2028
H6 3.24634 -2.42968 -2.49797  0.4755
H7 1.67916 -3.07862 -2.98910  0.2877
H8 -2.53778 -2.64709 -2.26920  0.3721
H9 -1.28612 -0.17239 -3.52063  0.1192
H10 -2.65838 -0.18073 -2.39976  0.1645
H11 -2.82085 -0.90637 -4.00434  0.4742
H12 -0.10692 -2.31144 -4.06882  0.2796
H13 -1.60021 -3.14555 -4.48910  0.4735
H14 -0.54814 -3.81888 -3.24300  0.2986
H15 0.12014 -4.36139 -0.90071  0.3933
H16 -2.18897 -3.70548 0.98588  0.2835
H17 -1.68695 -5.34009 0.55428  0.4729
H18 -2.34773 -4.26180 -0.68119  0.3548
H19 0.14206 -3.26155 1.95005  0.2076
H20 1.56453 -3.54155 0.94524  0.2335
H21 0.59974 -4.90635 1.51190  0.4943
C16 -1.60138 7.13248 -0.05168  -0.3910
C17 -0.48503 6.86845 0.72338  -0.5194
C18 0.01513 5.58098 0.79353  -0.3064
C19 -0.58507 4.52589 0.11430  0.1818
C20 -1.69770 4.81765 -0.66696  -0.1151
C21 -2.20206 6.10242 -0.75704  -0.6239
Si1 0.02269 2.72130 0.34577  0.4832
C22 0.95410 2.46434 -1.31612  0.3170
C23 0.24429 2.19165 -2.48147  -0.2534
C24 0.88452 1.99897 -3.69280  -0.7425
C25 2.26708 2.06407 -3.76455  -0.4655
C26 2.99591 2.31258 -2.61567  -0.4473
C27 2.34125 2.51093 -1.41374  -0.2839
H22 -1.99626 8.13752 -0.11460  0.3583
H23 -0.00692 7.66812 1.27510  0.3575
H24 0.88862 5.38312 1.39978  0.3106
H25 -2.19186 4.01703 -1.21281  0.1651
H26 -3.07308 6.30439 -1.36822  0.3511
H27 1.19356 2.98441 1.24940  -0.3452
H28 -0.84253 2.14732 -2.43868  0.2322
H29 0.31208 1.79398 -4.58934  0.3842
H30 2.77132 1.92437 -4.70970  0.3898
H31 4.07727 2.35743 -2.66028  0.3976
H32 2.92176 2.70055 -0.52212  0.3276

The calculation puts the calculated total energy at -4903.33593 Ha. Its net charge is -1. The calculation puts the strongest force on any atom at 1.80 eV Å⁻¹. The HOMO-LUMO gap comes out at 0.2503 Eh. As for the HOMO energy: -4.4 eV.

[3]
Below is a molecular structure, C18H27MnO7P in a non-equilibrium geometry, with properties calculated with ωB97M-V/def2-TZVPD.

Each line ends with the Mulliken charge.
Geometry (Å):
C1 2.63347 -2.64842 2.06501  -0.9351
C2 3.55378 -1.49761 1.46184  -0.6592
C3 2.89353 -1.04012 0.13350  0.1447
C4 3.45611 0.30379 -0.45353  -1.2119
C5 2.38520 1.28535 -1.00068  0.6360
C6 1.55583 0.77434 -2.21664  -0.6118
C7 0.47743 -0.28448 -1.86601  0.8226
C8 -0.66001 -0.39576 -2.90757  -0.9400
C9 -1.80352 -1.35812 -2.50063  -1.3175
C10 -2.30457 -1.05809 -1.09692  0.5328
C11 -2.79882 0.12947 -0.76601  0.7465
P1 -2.90416 1.56074 -1.85245  0.8941
O1 -3.81054 2.56273 -1.32177  -0.6547
O2 -1.29802 2.30152 -1.73512  -0.5788
O3 -3.32703 1.19552 -3.36720  -0.4575
C12 -3.28892 0.33146 0.67640  -0.3970
O4 -4.20045 0.97505 0.99302  -0.3830
C13 -2.40822 -0.36410 1.72444  1.0950
C14 -2.13167 0.39995 3.02570  -1.3283
C15 -1.28310 1.67572 2.55616  1.6475
C16 0.23053 1.57177 2.86736  0.1304
O5 0.75341 2.51359 3.30239  -0.4301
O6 0.97873 0.44678 2.62552  -0.2110
C17 -1.93846 -1.56547 1.42298  -0.6321
C18 -2.27153 -2.13735 0.03040  -0.0723
O7 -2.46198 -3.25393 -0.18107  -0.3989
H1 1.80185 -2.83311 1.34565  0.1924
H2 2.12948 -2.32482 2.99822  0.1666
H3 3.15822 -3.60957 2.16746  0.3570
H4 4.56141 -1.92531 1.30605  0.5081
H5 3.59586 -0.71713 2.24098  0.3260
H6 3.01843 -1.82737 -0.63124  0.3950
H7 1.81998 -0.85703 0.36655  -0.3024
H8 4.02540 0.80042 0.36200  0.4767
H9 4.19349 0.08309 -1.24874  0.3452
H10 2.93767 2.19127 -1.33875  0.4163
H11 1.72889 1.64640 -0.13263  -0.8248
H12 1.06507 1.68268 -2.66116  0.0681
H13 2.27288 0.43589 -2.99221  0.4478
H14 0.99494 -1.26901 -1.84676  0.5116
H15 0.11641 -0.11947 -0.82302  -0.3472
H16 -0.21660 -0.80670 -3.84038  0.5196
H17 -0.98686 0.63574 -3.16584  0.1755
H18 -1.39379 -2.39151 -2.47295  0.4343
H19 -2.61582 -1.38489 -3.25212  0.4104
H20 -1.40755 2.97262 -1.03374  0.5052
H21 -2.76217 1.65315 -4.01690  0.4021
H22 -3.05202 0.79277 3.48899  0.3105
H23 -1.52819 -0.20717 3.72008  0.5088
H24 -1.35800 1.78724 1.40842  -1.4591
H25 -1.67615 2.61882 2.97162  0.3683
H26 1.02212 -0.06619 3.44972  0.3068
H27 -1.32076 -2.12672 2.13789  0.4940
Mn1 -0.15123 2.74156 -0.12632  0.8570

The calculation puts the calculated total energy at -2720.33120 Ha. Its net charge is +2. The calculation puts the strongest force on any atom at 5.35 eV Å⁻¹. As for the spin multiplicity: 6. The HOMO-LUMO gap (alpha / beta) comes out at 0.1899 / 0.1786 Eh. The expectation value of S² is 8.7550. As for the HOMO energy (alpha / beta): -15.8 / -15.8 eV.

[4]
Below is a gas-phase ion, C8H16N6 (charge +2) in a non-equilibrium geometry, with properties calculated with ωB97M-V/def2-TZVPD.

Each line ends with the Mulliken charge.
Geometry (Å):
C1 1.69570 -0.84620 -2.33365  -1.3455
C2 1.80429 0.25101 -1.28807  0.2621
C3 3.25485 0.69572 -1.14964  -1.2732
N1 1.11161 -0.35563 -0.10563  -0.1687
C4 1.06835 -1.51534 0.49936  0.0124
N2 0.21123 -1.53591 1.50572  -0.1581
C5 -0.47286 -0.33217 1.70209  -0.1375
C6 -2.03619 -0.43935 1.53177  0.4336
N3 -2.58247 -1.50526 1.98308  -0.2490
N4 -2.62093 0.47098 0.76424  -0.2368
C7 -1.85625 1.55240 0.04135  0.3330
N5 -2.62725 2.35928 -0.64585  -0.3416
N6 -0.58590 1.59083 0.04194  -0.5577
C8 0.22738 0.69864 0.75992  -0.1451
H1 0.70040 -1.33820 -2.41697  0.4074
H2 1.93041 -0.54383 -3.39759  0.3466
H3 2.29576 -1.68449 -2.10020  0.4210
H4 1.08462 1.03009 -1.40552  0.3181
H5 3.36798 1.44519 -0.40631  0.4393
H6 3.62825 1.24116 -2.05109  0.3687
H7 3.66669 -0.07347 -0.51507  0.3851
H8 1.66317 -2.43181 0.27554  0.4076
H9 -0.08311 -2.43642 1.88336  0.2690
H10 -0.37565 0.11759 2.66681  0.4003
H11 -2.31526 -2.21681 2.64225  0.2550
H12 -3.54728 -1.41081 1.75335  0.2426
H13 -3.69594 0.55637 0.63600  0.3778
H14 -2.27706 3.11539 -1.17226  0.2622
H15 -3.58720 2.24506 -0.90445  0.1817
H16 0.95267 1.29599 1.20550  0.4897

The calculation puts the calculated total energy at -642.34281 Ha. Its net charge is +2. The calculation puts the strongest force on any atom at 4.61 eV Å⁻¹. The HOMO-LUMO gap comes out at 0.3574 Eh. As for the HOMO energy: -17.1 eV.